# 1
C29H29Cl2N6O3PS4Y as an isolated structure at a distorted geometry. Source: OMol25; level of theory: ωB97M-V with the def2-TZVPD basis set.

Last column: Mulliken charge in e.
CARTESIAN COORDINATES (ANGSTROEM)
1 Y -0.269 -0.080 0.018  -0.201
2 N -0.908 0.878 4.630  -0.443
3 C -0.822 0.300 3.404  0.476
4 S -1.738 1.036 2.147  -0.539
5 N -0.089 -0.780 3.339  -1.380
6 N 0.332 -1.237 2.154  1.744
7 C 0.869 -2.425 2.088  -0.152
8 C 0.786 -3.413 3.177  0.282
9 C -0.413 -3.567 3.874  -0.533
10 C -0.539 -4.520 4.867  -0.774
11 C 0.523 -5.354 5.171  -0.408
12 C 1.728 -5.194 4.507  -0.812
13 C 1.866 -4.221 3.534  -0.207
14 C 1.564 -2.735 0.837  0.738
15 C 1.907 -4.036 0.462  -0.813
16 C 2.489 -4.247 -0.773  -0.629
17 C 2.767 -3.160 -1.586  -0.756
18 C 2.443 -1.895 -1.120  -0.375
19 N 1.839 -1.680 0.042  -0.055
20 H -1.637 1.553 4.781  0.228
21 H -0.536 0.364 5.410  0.241
22 H -1.253 -2.944 3.614  0.481
23 H -1.477 -4.617 5.395  0.373
24 H 0.414 -6.124 5.922  0.390
25 H 2.566 -5.835 4.745  0.384
26 H 2.825 -4.082 3.056  0.582
27 H 1.672 -4.862 1.113  0.601
28 H 2.710 -5.253 -1.102  0.403
29 H 3.192 -3.283 -2.570  0.438
30 H 2.672 -1.009 -1.702  0.484
31 S -0.068 -0.758 -2.563  -0.473
32 C -0.835 -2.273 -2.220  1.608
33 S -1.158 -2.672 -0.578  -0.408
34 C -1.160 -3.130 -3.257  0.330
35 C -1.764 -4.372 -3.046  -0.179
36 N -2.278 -5.395 -2.914  -0.666
37 C -0.931 -2.768 -4.589  -0.214
38 N -0.773 -2.508 -5.700  -0.650
39 Cl 1.899 1.249 1.571  -0.205
40 C 2.355 2.798 0.933  0.752
41 C 3.350 3.506 1.579  -0.719
42 C 3.734 4.743 1.095  -0.395
43 C 3.106 5.262 -0.029  -0.693
44 C 2.117 4.542 -0.664  0.139
45 Cl 1.366 5.213 -2.059  -0.231
46 C 1.706 3.271 -0.219  -0.384
47 S 0.501 2.386 -1.074  -0.042
48 H 3.816 3.078 2.453  0.408
49 H 4.518 5.298 1.586  0.351
50 H 3.384 6.226 -0.425  0.406
51 C -4.111 4.070 0.136  -1.219
52 C -4.517 2.605 0.113  -0.039
53 O -4.133 1.994 -1.102  -0.446
54 P -2.665 1.262 -1.236  0.804
55 O -2.842 0.889 -2.780  -0.316
56 C -2.180 1.596 -3.824  -0.077
57 C -3.172 2.460 -4.582  -1.329
58 O -2.981 -0.206 -0.585  0.145
59 C -4.094 -0.983 -1.054  -0.196
60 C -4.840 -1.547 0.142  -1.240
61 H -4.438 4.536 1.062  0.395
62 H -4.556 4.587 -0.711  0.318
63 H -3.029 4.143 0.063  0.253
64 H -5.607 2.504 0.165  0.326
65 H -4.072 2.081 0.967  0.056
66 H -1.744 0.835 -4.479  0.321
67 H -1.374 2.213 -3.414  0.203
68 H -4.001 1.850 -4.934  0.305
69 H -2.680 2.922 -5.433  0.437
70 H -3.568 3.234 -3.928  0.252
71 H -3.699 -1.797 -1.669  0.227
72 H -4.738 -0.348 -1.670  0.457
73 H -4.181 -2.210 0.697  0.180
74 H -5.702 -2.111 -0.202  0.393
75 H -5.164 -0.741 0.798  0.289

Results
electronic energy: -4569.882500 a.u.
lowest unoccupied orbital energy: 1.6 eV
maximum force: 1.40 eV Å⁻¹
HOMO-LUMO gap: 6.56 eV
charge: -1
energy above the lowest of the compared OMol25 structures with the same formula, charge and spin: 101.8 kJ/mol
E_HOMO: -4.945 eV


# 2
A 2-piece molecular cluster, C2H3Br2FSi overall at a distorted geometry. Source: OMol25; level of theory: ωB97M-V with the def2-TZVPD basis set.

Last column: natural (NBO) charge in e.
CARTESIAN COORDINATES (ANGSTROEM)
1 C 2.333 0.009 -0.359  -0.573
2 C 1.700 -0.716 0.420  -0.006
3 F -2.890 0.429 1.665  -0.665
4 Si -1.926 -0.139 0.405  1.252
5 Br -1.639 1.751 -0.725  -0.303
6 Br -3.358 -1.506 -0.655  -0.293
7 H 3.348 -0.144 -0.614  0.231
8 H 1.921 0.938 -0.820  0.237
9 H 0.510 -0.623 0.684  0.121

Results
electronic energy: -5615.356001 a.u.
lowest unoccupied orbital energy (alpha / beta): -2.8 / -0.9 eV
maximum force: 6.70 eV Å⁻¹
HOMO-LUMO gap (alpha / beta): 6.74 / 8.50 eV
energy above the lowest of the compared OMol25 structures with the same formula, charge and spin: 457.9 kJ/mol
E_HOMO (alpha / beta): -9.542 / -9.410 eV


# 3
One molecule with the formula C8H14N3O2P at a distorted geometry. Source: OMol25; level of theory: ωB97M-V with the def2-TZVPD basis set.

Last column: natural (NBO) charge in e.
CARTESIAN COORDINATES (ANGSTROEM)
1 C 1.097 -1.857 0.611  -0.641
2 C 0.560 -0.491 -0.038  0.063
3 P 1.800 0.204 -1.336  0.699
4 N 3.228 0.488 -0.389  -0.474
5 C 3.770 1.698 -0.093  0.197
6 N 4.961 1.504 0.409  -0.491
7 C 5.141 0.178 0.345  0.145
8 N 4.124 -0.514 -0.104  -0.300
9 C -0.878 -0.663 -0.648  -0.436
10 C -1.538 0.686 -0.602  -0.295
11 C -3.026 0.645 -0.344  -0.047
12 O -3.598 1.959 -0.523  -0.730
13 C -0.723 1.425 0.436  -0.064
14 O 0.304 0.517 0.940  -0.557
15 H 2.074 -1.678 0.982  0.232
16 H 1.243 -2.574 -0.311  0.226
17 H 0.445 -2.036 1.515  0.226
18 H 2.492 -0.955 -1.643  -0.019
19 H 3.083 2.614 0.024  0.223
20 H 6.086 -0.276 0.700  0.202
21 H -1.335 -1.316 0.080  0.217
22 H -0.740 -1.065 -1.640  0.219
23 H -1.506 1.188 -1.559  0.218
24 H -3.204 0.249 0.684  0.165
25 H -3.417 0.031 -1.159  0.172
26 H -4.404 2.000 0.091  0.475
27 H -0.261 2.338 -0.048  0.182
28 H -1.302 1.675 1.270  0.192

Results
SMILES: C[C@@]1(Pn2cncn2)C[C@@H](CO)CO1
electronic energy: -969.264704 a.u.
lowest unoccupied orbital energy: 0.7 eV
maximum force: 2.59 eV Å⁻¹
HOMO-LUMO gap: 9.77 eV
energy above the lowest of the compared OMol25 structures with the same formula, charge and spin: 0.0 kJ/mol
E_HOMO: -9.108 eV


# 4
One molecule with the formula C3H4N2O at a distorted geometry. Source: OMol25; level of theory: ωB97M-V with the def2-TZVPD basis set.

Last column: natural (NBO) charge in e.
CARTESIAN COORDINATES (ANGSTROEM)
1 H 0.817 1.410 -2.265  0.323
2 N 0.639 1.801 -1.280  -0.686
3 C 0.454 0.657 -0.558  0.470
4 C 0.038 -0.675 -0.685  -0.417
5 C -0.432 -1.022 0.607  0.054
6 N -0.508 0.065 1.508  -0.283
7 O 0.171 1.079 0.791  -0.336
8 H -0.227 -1.164 -1.642  0.255
9 H -0.722 -1.998 0.911  0.213
10 H -0.231 -0.153 2.613  0.406

Results
SMILES: [H]/N=c1\cc[nH]o1
electronic energy: -301.331977 a.u.
lowest unoccupied orbital energy: 0.4 eV
maximum force: 6.94 eV Å⁻¹
HOMO-LUMO gap: 8.64 eV
energy above the lowest of the compared OMol25 structures with the same formula, charge and spin: 407.6 kJ/mol
E_HOMO: -8.287 eV


# 5
One molecule with the formula C2H5OP at a distorted geometry. Source: OMol25; level of theory: ωB97M-V with the def2-TZVPD basis set.

Last column: natural (NBO) charge in e.
CARTESIAN COORDINATES (ANGSTROEM)
1 O 1.554 -1.188 -0.951  -0.508
2 C 1.355 -0.129 -0.397  0.468
3 C -0.058 0.067 0.682  -0.812
4 P -1.733 -0.344 -0.018  0.278
5 H 2.015 0.820 -0.277  0.127
6 H 0.296 -0.567 1.508  0.234
7 H -0.038 1.121 1.068  0.225
8 H -1.377 -0.844 -1.409  0.006
9 H -2.014 1.064 -0.206  -0.019

Results
SMILES: O=CCP
electronic energy: -495.716427 a.u.
lowest unoccupied orbital energy: 0.7 eV
maximum force: 3.39 eV Å⁻¹
HOMO-LUMO gap: 9.77 eV
energy above the lowest of the compared OMol25 structures with the same formula, charge and spin: 168.3 kJ/mol
E_HOMO: -9.018 eV


# 6
C3H6NNiO4S as an isolated structure at a distorted geometry. Source: OMol25; level of theory: ωB97M-V with the def2-TZVPD basis set.

Last column: natural (NBO) charge in e.
CARTESIAN COORDINATES (ANGSTROEM)
1 O 0.741 -2.254 -0.226  -0.902
2 C 0.852 -2.996 0.930  -0.077
3 C -0.158 -2.596 2.004  -0.101
4 O 0.033 -1.234 2.390  -0.425
5 C -0.634 -0.294 1.711  -0.255
6 Ni 0.411 -0.501 -0.377  1.461
7 H 1.865 -2.921 1.375  0.170
8 H 0.674 -4.074 0.741  0.173
9 H -0.016 -3.198 2.910  0.206
10 H -1.187 -2.724 1.634  0.181
11 H -0.463 0.717 2.089  0.201
12 H -1.632 -0.562 1.336  0.183
13 N 1.083 1.316 -0.875  -1.188
14 S -0.199 1.940 -1.262  2.156
15 O -0.480 3.364 -1.394  -0.836
16 O -1.397 1.055 -1.220  -0.945

Results
electronic energy: -2379.949281 a.u.
lowest unoccupied orbital energy (alpha / beta): -0.3 / -2.2 eV
maximum force: 1.91 eV Å⁻¹
HOMO-LUMO gap (alpha / beta): 8.23 / 8.13 eV
2S+1: 4
E_HOMO (alpha / beta): -8.553 / -10.320 eV


# 7
A 2-piece molecular cluster, C3H7N2O2 overall at a distorted geometry. Source: OMol25; level of theory: ωB97M-V with the def2-TZVPD basis set.

Last column: natural (NBO) charge in e.
CARTESIAN COORDINATES (ANGSTROEM)
1 C 1.261 -0.007 0.568  0.463
2 C -0.003 -0.360 -0.215  0.298
3 C 2.039 1.099 -0.013  -0.732
4 N -2.250 0.702 0.338  -0.107
5 N -0.189 -1.461 -0.816  -0.698
6 O 1.476 -0.725 1.553  -0.441
7 O -3.195 -0.171 0.229  -0.385
8 H 3.159 1.026 0.188  0.300
9 H 1.638 2.019 0.470  0.284
10 H 1.548 1.245 -0.936  0.238
11 H -1.703 0.987 -0.510  0.361
12 H 0.630 -2.163 -0.883  0.445
13 H -1.166 -1.782 -1.155  0.452
14 H -3.246 -0.408 1.184  0.521

Results
electronic energy: -378.010674 a.u.
lowest unoccupied orbital energy (alpha / beta): -5.5 / -6.9 eV
maximum force: 3.18 eV Å⁻¹
HOMO-LUMO gap (alpha / beta): 8.88 / 6.86 eV
charge: +1
energy above the lowest of the compared OMol25 structures with the same formula, charge and spin: 638.4 kJ/mol
E_HOMO (alpha / beta): -14.407 / -13.803 eV


# 8
C38H37BCl5N11NaO2 as an isolated structure at a distorted geometry. Source: OMol25; level of theory: ωB97M-V with the def2-TZVPD basis set.

Last column: Mulliken charge in e.
CARTESIAN COORDINATES (ANGSTROEM)
1 Na -1.502 -0.517 -0.824  0.524
2 O 0.758 5.358 3.248  -0.491
3 C 1.340 4.109 3.647  -0.669
4 C 0.618 2.987 2.905  0.478
5 C 0.977 1.650 3.118  -1.266
6 C 0.338 0.685 2.396  -0.264
7 N -0.575 0.921 1.446  0.808
8 C -0.974 2.199 1.242  0.585
9 C -0.336 3.285 1.940  -1.098
10 C -2.040 2.528 0.315  0.281
11 C -2.604 3.828 0.308  -1.162
12 C -3.628 4.119 -0.591  1.171
13 C -4.196 5.522 -0.703  -0.994
14 O -3.185 6.519 -0.967  -0.519
15 C -4.138 3.073 -1.369  -1.123
16 C -3.543 1.837 -1.290  -0.853
17 N -2.533 1.546 -0.465  1.162
18 H 1.214 6.061 3.720  0.302
19 H 1.248 3.935 4.716  0.331
20 H 2.418 4.056 3.391  0.289
21 H 1.732 1.385 3.855  0.437
22 H 0.586 -0.362 2.549  0.266
23 H -0.640 4.307 1.708  0.448
24 H -2.221 4.556 1.019  0.440
25 H -4.639 5.834 0.264  0.278
26 H -4.997 5.535 -1.460  0.330
27 H -3.093 6.630 -1.931  0.317
28 H -4.974 3.222 -2.035  0.343
29 H -3.817 1.024 -1.973  0.287
30 B -0.565 2.264 -3.957  0.106
31 N -1.252 0.943 -4.455  -0.193
32 C -1.366 0.549 -5.758  -0.297
33 C -2.182 -0.560 -5.837  -1.262
34 C -2.525 -0.801 -4.482  -0.110
35 N -1.945 0.099 -3.661  0.485
36 N 0.610 1.970 -2.921  -0.260
37 C 1.836 2.568 -2.937  -0.317
38 C 2.556 2.148 -1.860  -1.405
39 C 1.659 1.298 -1.151  -0.499
40 N 0.487 1.196 -1.816  0.615
41 H -0.043 2.765 -4.921  -0.218
42 H -1.393 2.934 -3.378  -0.210
43 H -0.839 1.102 -6.511  0.413
44 H -2.502 -1.065 -6.723  0.420
45 H -3.102 -1.659 -4.142  0.313
46 H 2.071 3.245 -3.751  0.415
47 H 3.574 2.426 -1.610  0.404
48 H 1.881 0.792 -0.224  0.784
49 N -4.155 -0.031 1.833  -0.140
50 C -3.948 -1.098 2.768  -0.740
51 C -3.258 -2.325 2.145  -0.720
52 N -2.185 -1.981 1.219  0.223
53 H -4.929 0.603 2.087  0.204
54 H -4.251 -0.347 0.870  -0.139
55 H -4.870 -1.433 3.262  0.344
56 H -3.356 -0.708 3.591  0.336
57 H -3.997 -2.931 1.606  0.393
58 H -2.913 -2.935 3.019  0.270
59 H -1.644 -2.809 0.970  0.081
60 H -1.574 -1.264 1.617  -0.159
61 Cl -6.072 -1.245 -0.950  -0.205
62 C -5.053 -2.419 -1.705  -0.528
63 C -3.655 -2.319 -1.722  0.252
64 C -2.810 -3.303 -2.185  0.060
65 Cl -1.063 -3.243 -2.001  -0.192
66 C -3.384 -4.423 -2.819  0.434
67 Cl -2.353 -5.639 -3.505  -0.231
68 C -4.796 -4.566 -2.925  -0.105
69 Cl -5.462 -5.853 -3.804  -0.235
70 C -5.630 -3.544 -2.384  0.250
71 Cl -7.340 -3.707 -2.496  -0.236
72 N 6.281 -2.077 1.047  0.017
73 C 7.405 -2.424 1.785  0.630
74 C 8.750 -2.283 1.541  -0.810
75 C 9.616 -2.614 2.611  -0.403
76 C 9.101 -3.036 3.846  -0.437
77 C 7.732 -3.152 4.080  -0.639
78 C 6.878 -2.873 3.034  0.419
79 N 5.492 -2.846 2.999  -0.666
80 C 5.155 -2.410 1.792  -0.031
81 C 3.799 -2.336 1.286  1.124
82 C 2.758 -2.874 2.068  -0.585
83 C 1.467 -2.913 1.515  -0.557
84 N 1.159 -2.396 0.309  0.001
85 C 2.173 -1.901 -0.430  -0.709
86 C 3.502 -1.870 0.005  -0.716
87 H 6.274 -1.718 0.097  0.203
88 H 9.143 -1.926 0.563  0.317
89 H 10.694 -2.535 2.511  0.375
90 H 9.789 -3.249 4.666  0.350
91 H 7.280 -3.522 5.017  0.375
92 H 2.941 -3.295 3.034  0.520
93 H 0.633 -3.368 2.079  0.354
94 H 1.878 -1.500 -1.382  0.643
95 H 4.248 -1.409 -0.648  0.187

Results
electronic energy: -4711.286118 a.u.
lowest unoccupied orbital energy: 1.3 eV
maximum force: 3.99 eV Å⁻¹
HOMO-LUMO gap: 5.61 eV
charge: -1
energy above the lowest of the compared OMol25 structures with the same formula, charge and spin: 0.0 kJ/mol
E_HOMO: -4.297 eV